Density functional theory data (wB97M-V/def2-TZVPD) for a molecular structure, C27H42N2O8SSiSm at a distorted geometry.

The geometry in XYZ format:
```
82
C27H42N2O8SSiSm (wB97M-V/def2-TZVPD)
Sm 8.3883 8.8849 10.9694
S 6.4653 6.6731 10.6158
Si 11.5435 10.4819 13.2319
O 10.3824 7.4553 11.2022
O 7.5426 9.5924 13.1304
O 9.5758 8.4876 8.7261
O 9.2416 11.6373 9.3395
O 6.4866 10.7775 10.8585
O 8.5199 7.3064 12.9519
O 7.2143 9.5472 8.6952
O 7.8014 6.7291 9.9067
N 6.1002 8.0000 11.2100
N 10.3994 10.8218 11.8807
C 8.3426 13.0726 5.9861
C 11.6874 14.2974 10.0911
C 5.9523 11.0677 12.1434
C 7.0689 10.9606 13.1997
C 11.5953 14.2710 11.4647
C 5.3730 10.4623 9.9578
C 7.5838 8.9298 14.3784
C 10.5012 12.0823 11.4044
C 11.3556 7.6547 10.0961
C 8.9639 12.2855 6.9391
C 10.9915 13.3485 9.3577
C 9.5021 6.2499 13.0300
C 8.6012 12.4157 8.3038
C 6.8481 13.9729 7.6787
C 7.5302 8.9398 7.4237
C 10.9685 11.3149 14.8103
C 10.9362 13.2043 12.1209
C 13.2395 10.9883 12.6323
C 11.7410 8.6932 13.7724
C 10.1866 6.1181 11.6778
C 7.6849 7.4743 14.1069
C 5.9451 10.2482 8.5808
C 10.6699 7.5947 8.7553
C 7.6004 13.3550 8.6931
C 10.2401 12.3594 9.9935
C 7.2192 13.8071 6.3511
C 8.9475 8.4254 7.4276
H 12.0328 15.0456 12.0925
H 5.5892 12.0924 12.1505
H 12.1375 6.8786 10.1293
H 11.0036 13.3632 8.2628
H 10.1429 12.0117 14.6294
H 6.6443 9.1142 14.9672
H 10.2373 6.4219 13.8177
H 11.8655 8.5878 10.2783
H 11.3868 7.9014 7.9733
H 13.4862 10.5010 11.6893
H 10.9386 13.1588 13.2349
H 4.6697 11.3370 9.9173
H 7.4454 13.4889 9.7996
H 6.0414 11.1869 7.9756
H 12.3820 8.0860 13.1641
H 7.8938 11.6853 13.0033
H 12.3622 15.0255 9.6224
H 12.2013 8.7104 14.7608
H 7.4823 9.7272 6.6409
H 6.6998 7.0242 13.8774
H 6.7069 11.1585 14.2234
H 9.6077 9.0134 6.7644
H 5.2497 9.6031 8.0225
H 9.5889 5.5108 10.9886
H 4.8424 9.5695 10.2981
H 6.6778 14.3908 5.5468
H 9.7325 11.5809 6.6733
H 8.9735 5.2957 13.2488
H 8.7077 13.0410 4.9575
H 10.7590 8.2342 13.8476
H 13.3530 12.0961 12.4658
H 8.4140 9.3371 14.9800
H 11.1491 5.6180 11.7888
H 10.5920 10.6018 15.5668
H 6.8134 8.1312 7.2238
H 5.9854 14.6131 7.9424
H 14.0189 10.6490 13.3901
H 10.3509 6.5505 8.5066
H 9.0150 7.3758 7.0661
H 8.1745 6.9276 14.9656
H 5.1041 10.4463 12.4762
H 11.7496 11.8916 15.3515
```

As for the charge: +1. The spin multiplicity is 6. Its frontier orbital gap (spin up / spin down) is 4.532 / 4.795 eV. Its HOMO energy (spin up / spin down) is -0.2339 / -0.3479 Ha. For the total energy, the calculation gives -3110.77707 a.u.